# 1
Formula: C2H7NS2
Source: OMol25
Level of theory: ωB97M-V with the def2-TZVPD basis set

HOMO level = -9.02 eV
LUMO energy = 0.56 eV
orbital gap = 9.578 eV
total charge = 0

Last column: Löwdin charge in e.
Positions of all 12 atoms, in Å:
1 C 4.58 1.20 -2.09  -0.14
2 N 5.69 0.90 -2.62  0.01
3 H 4.65 2.19 -1.64  0.06
4 H 3.62 0.72 -2.15  0.05
5 H 5.65 0.11 -3.27  0.03
6 C -4.27 -0.31 1.20  -0.45
7 S -3.60 -0.65 2.89  0.32
8 S -1.63 -1.01 2.80  0.28
9 H -5.19 -0.94 1.18  0.03
10 H -3.64 -0.75 0.42  0.03
11 H -4.39 0.74 0.97  0.02
12 H -1.48 -2.20 2.32  -0.24


# 2
Formula: C3H6N2
Source: OMol25
Level of theory: ωB97M-V with the def2-TZVPD basis set

HOMO level = -9.00 eV
LUMO energy = 0.95 eV
orbital gap = 9.952 eV
total charge = 0

Last column: Löwdin charge in e.
Positions of all 11 atoms, in Å:
1 C 0.76 0.35 1.56  -0.08
2 N 0.51 -0.52 0.42  0.00
3 C -0.98 -0.20 -1.79  -0.11
4 C -0.09 -0.03 -0.68  -0.46
5 N -0.30 1.06 -1.28  0.13
6 H 1.82 0.56 1.70  0.08
7 H 0.36 -0.12 2.46  0.08
8 H 0.23 1.29 1.39  0.08
9 H 0.39 -1.51 0.59  0.13
10 H -0.64 -0.63 -2.73  0.07
11 H -2.06 -0.26 -1.62  0.08


# 3
Formula: C4H10AuO3
Source: OMol25
Level of theory: ωB97M-V with the def2-TZVPD basis set

HOMO level (spin up / spin down) = -18.88 / -19.58 eV
spin multiplicity = 4
LUMO energy (spin up / spin down) = -9.52 / -13.41 eV
orbital gap (spin up / spin down) = 9.359 / 6.167 eV
total charge = +2

Last column: Mulliken spin population.
Positions of all 18 atoms, in Å:
1 O 0.31 -1.91 -0.28  0.64
2 C 1.00 -1.73 -1.46  0.02
3 C 1.12 -0.30 -1.99  0.02
4 O -0.08 0.38 -2.33  0.29
5 C -0.72 1.10 -1.35  0.30
6 H 0.54 -2.34 -2.26  0.04
7 H 2.04 -2.08 -1.32  0.05
8 H 1.71 -0.31 -2.92  0.00
9 H 1.67 0.30 -1.25  0.00
10 H -0.24 2.06 -1.10  0.06
11 H -1.80 1.14 -1.52  0.01
12 H -0.51 0.52 0.15  0.22
13 O -0.40 0.13 1.54  0.29
14 C -0.59 0.90 2.68  0.03
15 Au 0.34 -1.47 1.26  0.99
16 H 0.35 1.09 3.21  0.01
17 H -1.12 1.83 2.43  0.01
18 H -1.27 0.33 3.34  0.02


# 4
Formula: C3HCl2NO
Source: OMol25
Level of theory: ωB97M-V with the def2-TZVPD basis set

HOMO level (spin up / spin down) = -7.44 / -12.02 eV
spin multiplicity = 3
LUMO energy (spin up / spin down) = 0.22 / -3.62 eV
orbital gap (spin up / spin down) = 7.663 / 8.400 eV
total charge = 0

Last column: Mulliken spin population.
Positions of all 8 atoms, in Å:
1 C -1.30 -0.96 0.02  -0.05
2 C 0.04 0.44 -1.33  0.44
3 C -0.94 0.27 -0.47  0.57
4 N -1.68 -1.95 0.38  0.27
5 O 0.81 0.69 -2.13  0.42
6 Cl -1.54 1.54 0.55  0.34
7 Cl 2.95 -0.03 1.27  0.00
8 H 1.65 -0.01 1.72  0.00


Q: What is the formula in the fourth record?
A: C3HCl2NO


Q: What is the total charge in the fourth record?
A: 0


What did the first record say?
Formula: C2H7NS2
Source: OMol25
Level of theory: ωB97M-V with the def2-TZVPD basis set

HOMO level = -9.02 eV
LUMO energy = 0.56 eV
orbital gap = 9.578 eV
total charge = 0

Last column: Löwdin charge in e.
Positions of all 12 atoms, in Å:
1 C 4.58 1.20 -2.09  -0.14
2 N 5.69 0.90 -2.62  0.01
3 H 4.65 2.19 -1.64  0.06
4 H 3.62 0.72 -2.15  0.05
5 H 5.65 0.11 -3.27  0.03
6 C -4.27 -0.31 1.20  -0.45
7 S -3.60 -0.65 2.89  0.32
8 S -1.63 -1.01 2.80  0.28
9 H -5.19 -0.94 1.18  0.03
10 H -3.64 -0.75 0.42  0.03
11 H -4.39 0.74 0.97  0.02
12 H -1.48 -2.20 2.32  -0.24


What did the fourth record say?
Formula: C3HCl2NO
Source: OMol25
Level of theory: ωB97M-V with the def2-TZVPD basis set

HOMO level (spin up / spin down) = -7.44 / -12.02 eV
spin multiplicity = 3
LUMO energy (spin up / spin down) = 0.22 / -3.62 eV
orbital gap (spin up / spin down) = 7.663 / 8.400 eV
total charge = 0

Last column: Mulliken spin population.
Positions of all 8 atoms, in Å:
1 C -1.30 -0.96 0.02  -0.05
2 C 0.04 0.44 -1.33  0.44
3 C -0.94 0.27 -0.47  0.57
4 N -1.68 -1.95 0.38  0.27
5 O 0.81 0.69 -2.13  0.42
6 Cl -1.54 1.54 0.55  0.34
7 Cl 2.95 -0.03 1.27  0.00
8 H 1.65 -0.01 1.72  0.00